The following is a DFT calculation (ωB97M-V/def2-TZVPD) of 2 unconnected molecules or ions with the total composition C3H4N2O.

## Properties
Energy above the lowest of the compared OMol25 structures with the same formula, charge and spin = 2.379 eV
Orbital gap = 9.72 eV
Lowest unoccupied orbital energy = 0.391 eV
Highest occupied orbital energy = -0.343 Eh

Each line ends with the Mulliken charge.
Geometry (Å):
O: -1.48064 -1.84393 0.30153  -0.56
C: -0.58592 -1.06474 0.07494  0.47
C: -0.51009 0.34935 0.68613  -0.41
N: 0.55946 0.95533 -0.02515  -0.11
C: 1.04548 0.00521 -0.85848  -0.04
N: 0.41272 -1.11869 -0.90193  -0.54
H: -1.87995 0.28816 0.15077  0.23
H: -0.51553 0.45885 1.77971  0.35
H: 1.03545 1.79199 0.23870  0.22
H: 1.92170 0.22041 -1.45035  0.39